Entry from the OMol25 dataset: a 24-piece molecular cluster, C72H168N24O24 overall at a distorted geometry (wB97M-V/def2-TZVPD).

Properties
* frontier orbital gap: 0.265 Eh
* LUMO level: -1.0 eV
* relative energy (zero: lowest compared OMol25 entry of this formula, charge and spin): 419.86 kcal per mole

ORCA input file:
```
! RIJCOSX wB97M-V def2-TZVPD def2/J DEFGRID3
* xyz 0 1
C -3.55211 -18.13786 27.92706
C -14.72101 -12.05542 26.17321
H -9.76300 -14.60923 24.58591
C -5.61094 -12.90612 34.28100
O -10.24986 -18.01496 19.36907
H -13.51855 -7.32765 30.57256
N -8.84573 -17.10511 20.84780
H -8.64313 -13.12968 35.14711
H -5.61828 -12.29653 26.26024
C -10.32664 -5.98609 24.54417
C -8.33238 -6.98336 23.63213
H -4.51111 -10.24935 31.25701
H -8.19475 -19.06979 20.30889
C -14.11555 -8.21443 30.35969
N -6.56724 -12.58477 35.35057
O -2.61349 -10.61575 28.28108
H -2.47254 -18.26577 28.00617
H -11.47215 -11.58512 22.32456
H -7.31433 -20.61336 26.30319
H -11.49932 -13.88807 31.55223
H -6.90903 -12.13707 19.50108
N -5.56151 -10.43350 25.29832
C -13.08607 -9.29495 23.85793
C -10.03885 -9.49141 33.87499
O -13.13467 -18.01146 24.97784
H -4.55676 -12.96192 22.01140
O -17.79279 -10.07162 26.42657
H -10.31408 -12.43293 27.99209
O -10.32430 -17.75329 28.94829
N -5.57532 -17.20236 23.79243
H -6.50429 -14.07684 28.51974
N -8.50038 -13.27976 28.33825
C -12.36068 -11.47867 22.94688
H -1.24004 -12.60805 27.22985
H -4.42081 -16.35737 33.09710
H -8.07436 -19.62687 23.63480
H -14.66096 -8.53803 31.24621
H -16.22315 -9.85551 24.28633
N -3.44085 -11.93374 32.15518
C -7.97915 -4.84411 29.17652
C -8.40211 -20.56601 26.35421
H -5.10726 -10.96672 27.29240
H -6.80346 -9.98684 33.28575
H -8.75661 -21.29010 27.08778
H -6.35323 -16.57663 25.56059
H -5.43006 -12.39921 23.31620
H -6.95447 -17.81574 20.23651
O -8.97227 -10.93067 28.26035
C 0.09636 -11.93122 30.27196
H -7.33464 -9.67518 26.17880
C -12.56988 -18.76699 25.84581
H -5.42230 -17.62795 21.76754
C -10.80617 -15.42235 34.32417
C -12.85468 -20.94204 24.60025
C -10.82793 -13.93422 32.40967
H -9.86671 -13.59102 32.02707
H -13.71800 -17.92012 29.15229
H -10.30464 -8.55895 34.37296
H -7.54025 -14.36096 34.83280
H -3.99174 -17.94933 34.15792
N -9.56390 -7.03738 24.42487
H -5.58465 -8.66849 29.12140
H -12.97894 -12.30443 22.59476
O -4.73266 -15.51562 30.03795
H -10.11211 -14.36137 22.98772
H -13.81670 -8.82635 21.44051
C -12.74557 -15.49000 29.21450
H -0.43856 -11.85922 31.21894
H -10.42680 -13.02707 24.17194
H -11.17977 -13.10526 33.02379
H -12.10559 -16.37437 29.35769
C -4.82673 -5.64086 28.77725
H -7.31729 -15.76972 21.29801
N -3.87079 -16.81116 28.31800
H -15.44845 -17.34549 29.25668
C -2.43369 -11.23786 32.72115
H -10.35605 -17.27055 32.34505
H -16.97532 -11.47104 23.93602
H -10.91522 -10.12320 34.01969
H -5.03651 -4.89018 27.99964
C -5.49852 -16.45148 32.96364
O -12.29427 -14.31417 29.01414
C -10.18867 -5.51638 28.32198
C -5.41484 -18.61451 24.27719
C -4.66078 -8.09689 29.03282
C -13.57027 -9.88538 21.51677
N -13.44710 -9.44552 29.77323
C -8.31962 -15.97721 21.67267
C -11.71420 -19.46045 30.70076
H -4.72305 -12.27692 34.34316
C -9.31568 -22.09080 24.67322
H -15.65068 -14.85411 30.06476
N -5.93023 -17.52982 33.88900
O -5.18405 -19.28828 35.08316
H -5.14394 -9.34941 33.13946
H -8.81040 -8.30374 26.09668
H -9.22813 -10.21543 30.67861
H -5.97116 -18.78118 25.19960
O -4.68900 -5.38328 29.97175
H -8.23558 -7.75129 22.86465
H -5.88003 -19.38756 23.66556
C -1.88122 -10.88632 29.23875
N -15.97272 -11.34390 25.70934
C -12.09663 -21.01298 26.83888
C -9.87477 -18.87597 29.22749
H -7.82217 -13.74472 36.56790
H -7.90062 -16.89937 34.41944
N -8.95051 -20.86137 25.03052
C -9.06685 -19.82761 24.03823
H -10.66977 -16.23042 20.18253
H -4.51238 -17.50438 30.14402
C -5.00432 -18.30195 34.40798
C -13.21551 -10.59633 30.53478
O -9.13986 -23.11283 25.29772
O -12.61197 -9.42451 24.97122
H -9.69987 -22.10773 23.64156
C -16.12876 -10.93826 24.36913
H -6.04614 -12.90919 33.28166
H -12.07686 -11.59674 23.99264
H -14.37704 -17.26408 30.63427
H -4.18237 -7.26289 26.29564
O -6.35253 -15.04202 24.21560
H -12.11822 -18.38105 26.77277
O -12.44496 -15.01263 22.11351
H -8.11846 -6.12233 22.99892
H -11.53963 -19.69229 31.75142
H -7.61304 -12.09656 23.17118
C -7.69200 -13.51990 35.50932
H -7.75352 -17.93080 33.01748
H -2.52080 -15.37775 27.35629
N -6.61447 -7.85788 33.66060
H -8.35956 -15.17549 27.46723
H -8.90847 -21.20880 29.98408
H -3.61028 -9.86691 24.80572
O -11.29179 -5.30683 27.79591
N -9.87832 -9.35039 32.44415
H -3.98036 -16.69827 22.50254
H -10.47008 -11.11888 31.62258
H -9.89099 -6.45484 28.81480
C -0.46294 -12.40880 27.96777
C -4.42588 -11.33388 31.32505
H -6.01921 -15.50845 33.12996
C -3.56788 -15.65543 27.47724
C -10.26464 -8.26242 31.84411
H -2.75088 -13.80257 32.84392
H -13.05947 -20.25206 23.78166
H -7.62505 -5.87033 29.07864
H -7.51749 -7.06880 24.35098
H -7.43964 -18.60622 34.64927
O -7.10513 -5.65917 33.54025
H -8.14194 -4.60316 30.22702
H -10.82804 -16.16596 31.05267
H -6.38621 -6.83003 31.94265
O -2.43869 -10.00556 32.78374
C -10.00208 -17.10480 20.13953
H 0.41790 -12.97205 30.23488
H -4.33636 -11.57516 30.26587
H -16.61005 -11.43069 27.55980
C -7.33507 -17.73365 34.00446
C -6.61701 -8.09037 35.11653
C -14.41156 -17.17827 29.54820
H -6.25490 -9.05993 31.87776
N -0.89405 -11.73961 29.13646
H -7.58210 -18.53809 21.77412
H -9.67400 -20.09005 23.17187
H -14.75486 -13.04019 25.70718
H -7.03848 -9.04950 35.41746
H -15.78901 -15.30502 28.35129
H 0.41293 -11.91130 27.55132
H -3.92292 -18.29458 26.91413
H -9.66982 -9.11232 24.77916
H -3.91854 -8.66387 28.47094
H -5.72998 -7.90552 26.63268
O -8.66365 -11.99271 21.48311
H -12.23988 -10.13882 28.12708
H -12.47307 -20.17315 30.37784
H -4.39313 -13.83017 32.31611
H -10.44306 -21.75703 29.33472
H -3.95209 -18.92359 28.56796
H -12.09976 -18.44219 30.65012
O -13.74665 -10.82927 31.57959
H -5.63235 -16.77127 31.93023
C -6.12332 -11.69751 20.11554
H -5.20228 -12.16303 19.76471
H -7.20008 -4.22744 28.72834
C -6.14149 -16.20318 24.54675
H -12.48259 -13.82273 26.15377
N -14.00488 -15.82269 29.24818
C -4.67504 -9.61503 24.68300
H -13.78988 -11.50493 26.03889
N -12.43582 -20.10622 25.72131
H -4.37082 -18.92745 24.26222
H -13.75725 -8.47399 23.56171
C -6.98360 -10.27623 25.33998
C -9.27558 -12.13057 28.19777
H -9.03051 -15.12882 29.19034
H -9.41896 -18.90015 24.48985
H -12.05658 -21.64470 24.36062
H -12.51972 -11.30011 30.05233
H -12.80415 -10.02366 20.75386
H -12.21162 -20.53086 27.80969
H -9.17802 -9.83943 34.44590
C -10.25789 -16.24893 31.97795
H -0.08727 -13.40048 28.21986
H -7.40256 -9.82315 24.44149
H -9.04933 -19.31579 28.64663
N -9.14981 -4.59123 28.38284
H -12.03079 -8.49544 28.47693
N -11.85890 -14.58730 24.27217
H -6.58903 -12.35830 28.10039
H -10.59903 -8.06807 25.86626
C -4.34567 -16.58975 29.55422
O -5.10974 -8.64489 24.02692
H -3.99381 -15.85508 26.49396
C -12.25456 -14.78223 25.68958
N -13.02344 -10.19239 22.84289
H -11.36730 -15.13266 26.21689
O -5.42968 -10.92707 36.37257
H -4.18833 -7.88151 29.99121
H -5.55140 -6.21745 26.29806
H -7.13619 -7.34189 35.71512
H -12.88317 -21.76137 26.93558
H -13.62442 -8.97575 27.80413
H -14.43390 -10.52509 21.33501
H -1.67928 -11.89126 33.18608
H -10.59559 -7.49462 32.56044
H -5.50439 -15.98523 22.11153
H -8.39458 -16.25797 22.72322
O -10.23567 -8.03072 30.58377
H -11.11287 -6.11487 25.30408
H -9.21139 -16.19556 31.67782
H -14.80870 -13.92540 28.76867
C -6.40241 -11.61728 36.28255
H -6.84511 -12.90936 29.69957
H -8.74761 -11.07411 32.16799
H -10.25235 -21.61831 31.00320
C -7.83282 -18.15789 20.78382
H -5.60367 -8.17441 35.50920
H -14.75922 -12.14353 27.25896
H -13.03523 -15.53009 25.82865
H -4.02636 -11.62247 26.00999
C -8.98278 -14.66814 28.20364
C -9.98914 -21.10316 30.07938
C -6.68938 -6.67504 32.98969
C -15.11853 -14.91131 29.11521
H -10.59570 -16.48547 34.51823
C -9.55206 -10.53312 31.66970
H -4.47591 -11.26547 22.36793
C -5.16670 -12.10589 22.29998
N -6.36309 -11.85268 21.54959
C -10.50163 -14.09567 23.97046
H -9.71407 -2.63707 28.82364
C -12.80195 -9.26554 28.45810
C -6.19887 -9.13909 32.96344
H 0.86856 -11.17243 30.14521
H -7.57745 -11.18922 25.38311
H -7.31849 -11.60295 36.89312
H -5.40158 -11.67674 31.66934
H -13.56045 -15.49911 23.83425
H -13.81643 -21.45348 24.63983
H -3.26566 -13.69445 31.09406
C -5.05085 -11.36608 26.27977
N -10.47135 -19.73674 30.01475
C -7.60179 -12.01266 22.07344
C -5.05121 -16.90133 22.49033
H -8.35219 -2.65988 27.87035
H -15.28949 -11.14108 23.70385
N -10.68165 -15.23243 32.99274
H -2.05308 -10.63514 30.29684
C -3.43107 -13.35785 32.11751
C -5.09762 -7.04359 26.84547
H -4.07123 -14.72673 27.74604
H -11.29637 -21.75284 26.82271
H -14.90058 -7.89781 29.67299
H -8.92437 -15.08631 21.50327
C -9.63075 -8.20735 25.38547
H -5.30096 -13.94872 34.35158
H -8.74341 -19.55680 26.58463
C -12.69129 -15.05431 23.32542
O -10.99631 -14.58450 35.18132
H -9.98171 -14.58655 27.77517
C -7.07204 -13.15742 28.66271
C -16.89956 -10.91852 26.62917
C -9.30262 -3.18322 27.97479
H -6.13480 -10.64338 19.83850
N -4.81834 -6.83924 28.25927
H -9.92453 -3.01002 27.09654
O -10.23203 -4.99655 23.79491
*
```